This record from OMol25 describes a 2-piece molecular cluster, C10H25NO2PS overall in a non-equilibrium geometry. The level of theory is ωB97M-V/def2-TZVPD.

The LUMO energy comes out at 2.697 eV. The energy is -36481.50638 eV. As for the total charge: -1. The value obtained for the orbital gap is 5.84 eV.

Last column: Mulliken charge in e.
Cartesian coordinates (Å):
C1 -4.4630 -3.2888 -2.5700  -0.5662
O1 -3.3046 -4.1013 -2.1676  -0.3663
C2 -2.0758 -3.3031 -2.0381  -0.3936
C3 -2.0271 -2.4058 -0.6275  0.0186
C4 -0.9702 -1.1852 -0.9100  -0.7183
C5 -0.8070 -0.1235 0.3536  0.1055
C6 -2.1498 0.8200 0.5834  -0.7641
N1 -3.3558 0.0649 1.0967  -0.5390
P1 -3.2818 -0.2250 2.8545  0.1645
S1 -2.1357 -1.7564 3.3566  -0.5708
H1 -5.3232 -3.9800 -2.9710  0.2190
H2 -4.2392 -2.4620 -3.3674  0.2408
H3 -4.9068 -2.7331 -1.6137  0.2386
H4 -1.0828 -3.9363 -2.1197  0.2786
H5 -2.0957 -2.4957 -2.9106  0.2202
H6 -3.1353 -2.0717 -0.4387  0.1269
H7 -1.7207 -3.1177 0.2507  0.1267
H8 0.1051 -1.6873 -1.0329  0.2110
H9 -1.1555 -0.6236 -1.9460  0.2527
H10 -0.4048 -0.6223 1.3395  0.2285
H11 0.0488 0.6345 0.0100  -0.0637
H12 -2.4444 1.2094 -0.5060  0.2215
H13 -1.8782 1.7895 1.1954  0.2654
H14 -4.6330 -0.6246 3.2714  0.0383
H15 -2.9490 0.9826 3.5660  0.0318
C7 3.6968 2.7090 2.2903  -1.0934
C8 3.2763 1.6389 1.2990  -0.2343
O2 2.8694 2.1623 0.0348  -0.3694
C9 3.8477 2.9092 -0.6844  -0.3528
C10 5.0949 2.1109 -1.0193  -1.0291
H16 2.8841 3.4264 2.4484  0.2979
H17 3.9582 2.2561 3.2523  0.3874
H18 4.5644 3.2720 1.9391  0.2628
H19 2.4131 1.1011 1.7057  0.3046
H20 4.0663 0.8922 1.1617  0.2708
H21 4.0967 3.8259 -0.1424  0.3083
H22 3.3720 3.2260 -1.6208  0.3071
H23 5.6194 1.7776 -0.1200  0.2649
H24 5.7910 2.7181 -1.6070  0.3836
H25 4.8350 1.2163 -1.5962  0.2850

Cartesian forces (eV/Å) of the 3 atoms listed first:
-0.940 0.513 1.036
0.095 1.384 -0.861
0.254 1.985 0.439